Computed, not measured: 2 unconnected molecules or ions with the total composition C11H21N2Si in a non-equilibrium geometry, with ωB97M-V/def2-TZVPD.

Atoms and positions in Å:
C  -5.15234  0.73486  0.38637
C  -4.34017  0.06752  1.28194
C  -4.78106  0.77214  -0.96600
C  -3.16079  -0.57166  0.77527
C  -3.61269  0.23759  -1.41628
C  -2.86698  -0.51447  -0.57123
C  1.29662  1.25853  1.55697
C  1.64343  2.63174  -0.44970
C  3.68437  -1.02843  1.49593
C  3.03207  -1.95389  -0.69339
C  2.68261  0.38119  -0.16751
N  1.89931  1.35165  0.37318
N  2.75482  -0.94611  0.38938
Si  -1.28995  -1.04245  -1.43404
H  -6.16938  1.03621  0.62376
H  -4.61120  -0.04230  2.30624
H  -5.41065  1.25062  -1.66869
H  -2.58926  -1.26946  1.32576
H  -3.32855  0.28360  -2.58420
H  0.80496  2.06578  1.92389
H  -1.89857  -1.96819  -2.38492
H  1.47440  0.49144  2.35861
H  2.43849  2.65347  -1.23507
H  0.53515  2.44228  -0.79436
H  1.60225  3.47326  0.20261
H  3.31086  -0.20456  2.10794
H  3.49790  -1.91768  2.15004
H  4.64923  -1.02709  1.13108
H  3.31311  -2.81117  -0.11282
H  2.24223  -1.92209  -1.54156
H  4.01221  -1.70435  -1.19103
H  3.14100  0.63777  -1.09510
H  1.86571  -1.00667  0.78832
H  -0.50937  -0.11368  -2.18222
H  -0.15977  -1.72537  -0.68919

The expectation value of S² is 2.0069. For the gap between HOMO and LUMO (alpha / beta), the calculation gives 7.0 / 7.0 eV. The total charge is +1. Its spin multiplicity is 3.

---

Computed, not measured: 2 unconnected molecules or ions with the total composition C7H8N2O4 in a non-equilibrium geometry, with ωB97M-V/def2-TZVPD.

Atoms and positions in Å:
C  -2.17051  -1.73423  -0.42575
C  -2.00430  -1.58349  0.88407
C  0.93027  0.06769  0.06021
C  -1.75515  -0.48697  -1.12667
C  1.96355  0.96995  0.58109
C  3.20321  0.19955  0.10901
C  -1.23275  0.35555  0.06682
N  1.27976  -1.02943  -0.41119
N  -1.33207  1.80277  0.10588
O  -0.96957  2.36538  -0.92503
O  -1.76152  2.40314  1.04886
O  -1.67068  -0.33341  1.19870
O  2.73288  -1.04263  -0.46384
H  -2.55464  -2.63015  -0.97476
H  -2.29156  -2.20619  1.65163
H  -0.99754  -0.71533  -1.79659
H  -2.65681  -0.26167  -1.71934
H  1.85351  2.08820  0.28122
H  1.90227  0.87228  1.64215
H  3.65950  0.80879  -0.73151
H  3.87215  0.09018  0.94504

For the gap between HOMO and LUMO, the calculation gives 8.1 eV. The total charge is 0.

---

Computed, not measured: a single C23H28ClN3O5S molecule, with ωB97M-V/def2-TZVPD.

Atoms and positions in Å:
O  1.83741  1.79870  -3.25666
C  1.08170  1.35558  -2.41319
C  0.55381  -0.08558  -2.46933
N  0.90106  -0.76980  -1.23898
C  2.31393  -0.99179  -1.02333
C  2.70631  -2.48168  -1.17937
C  4.12255  -2.65444  -1.73609
C  4.96539  -2.50625  -0.47135
C  4.04737  -3.09111  0.61022
O  2.73133  -3.14690  0.06917
C  -0.08745  -1.09978  -0.38811
O  -1.26706  -0.97558  -0.68357
C  0.29947  -1.59623  0.99266
N  -0.85439  -1.37577  1.83533
S  -1.53080  0.15889  1.76808
O  -0.64684  1.07202  1.08198
O  -1.86119  0.49059  3.12644
C  -3.06574  -0.00488  0.87670
C  -3.89714  -1.06342  1.18053
C  -5.11277  -1.18139  0.53038
C  -5.47289  -0.22564  -0.40979
Cl  -6.98553  -0.36809  -1.22173
C  -4.63888  0.84268  -0.70669
C  -3.42482  0.95113  -0.05162
N  0.64196  2.04181  -1.35099
C  1.13419  3.36129  -1.02825
C  1.57602  3.42936  0.43551
C  2.65414  2.43698  0.77389
C  3.86766  2.42994  0.09577
C  4.86503  1.53573  0.44233
C  4.66726  0.63789  1.47861
C  3.45664  0.62793  2.15173
C  2.45681  1.51955  1.79907
H  0.99490  -0.59309  -3.33111
H  -0.53467  -0.08712  -2.55894
H  2.61590  -0.64328  -0.03297
H  2.84724  -0.39151  -1.76170
H  1.94894  -2.98169  -1.79184
H  4.23018  -3.65827  -2.14822
H  4.36836  -1.92664  -2.50430
H  5.16324  -1.45287  -0.27575
H  5.91197  -3.03776  -0.53170
H  4.04413  -2.47888  1.51861
H  4.33148  -4.11309  0.88078
H  0.53868  -2.66194  0.95620
H  1.17762  -1.04864  1.35394
H  -0.71813  -1.64300  2.79794
H  -3.58322  -1.78896  1.91263
H  -5.77684  -2.00397  0.74482
H  -4.93732  1.57414  -1.44116
H  -2.74688  1.76242  -0.26160
H  0.07436  1.59418  -0.63801
H  0.34396  4.10168  -1.20025
H  1.95904  3.57130  -1.71374
H  1.93479  4.44152  0.64040
H  0.70768  3.23303  1.06656
H  4.04065  3.13534  -0.70327
H  5.80568  1.54764  -0.08925
H  5.45524  -0.04328  1.76774
H  3.29563  -0.06895  2.96313
H  1.51133  1.50793  2.32144

As for the structure (SMILES): O=C(CN(C[C@H]1CCCO1)C(=O)CNS(=O)(=O)c1ccc(Cl)cc1)NCCc1ccccc1. For the gap between HOMO and LUMO, the calculation gives 9.5 eV. The total charge is 0.

---

Computed, not measured: a molecular structure, C30H34BIrN4 in a non-equilibrium geometry, with ωB97M-V/def2-TZVPD.

Atoms and positions in Å:
Ir  0.15036  -0.48625  0.09337
C  -3.66089  -1.53711  0.14700
C  -2.34454  -1.46522  -0.58062
C  -2.06960  -0.28568  -1.30872
C  -3.08068  0.83725  -1.28325
C  -0.93103  -0.21321  -2.13490
C  -0.75731  0.90742  -3.13439
C  -0.00124  -1.26343  -2.11828
C  1.22225  -1.19959  -2.99825
C  -0.27386  -2.44977  -1.36034
C  0.69145  -3.59530  -1.48494
C  -1.44558  -2.55141  -0.59811
C  -1.71549  -3.82832  0.16584
H  -3.65834  -0.90276  1.03740
H  -3.91823  -2.54564  0.45081
H  -4.46346  -1.17846  -0.49734
H  -3.92033  0.61632  -1.94873
H  -2.65567  1.78250  -1.60473
H  -3.49081  0.98006  -0.28431
H  -0.05754  1.67303  -2.79798
H  -1.70358  1.39316  -3.35398
H  -0.37341  0.51251  -4.07296
H  1.01665  -1.66237  -3.96865
H  2.06046  -1.72408  -2.54902
H  1.53720  -0.17441  -3.17266
H  1.64972  -3.34793  -1.02378
H  0.88094  -3.80402  -2.53891
H  0.31968  -4.50530  -1.02896
H  -2.06620  -4.61488  -0.50649
H  -2.46814  -3.70812  0.93810
H  -0.81213  -4.18840  0.65423
N  3.73906  3.35899  8.95058
C  3.29131  3.01064  7.95185
C  2.71459  2.58249  6.69699
C  2.79175  1.24729  6.31475
C  2.19664  0.83655  5.13490
C  1.55102  1.76342  4.32074
C  1.51148  3.10728  4.68732
C  2.07504  3.51539  5.88250
C  0.87727  1.31420  3.08254
C  -0.10280  0.37025  3.16495
C  -0.78653  -0.04952  4.35262
C  -1.58254  -1.09193  3.99818
C  -1.35577  -1.31251  2.61150
N  -0.51617  -0.44482  2.09133
C  1.35697  1.84450  1.85940
C  2.63898  2.24676  1.58310
C  2.72024  2.54859  0.20362
C  1.48062  2.35304  -0.31140
N  0.60133  1.87836  0.65470
H  3.31315  0.53691  6.94159
H  2.24766  -0.20133  4.83068
H  1.02227  3.82930  4.04489
H  2.02518  4.55020  6.19109
H  -0.69205  0.40382  5.32716
H  -2.24607  -1.65866  4.63345
H  -1.76985  -2.09796  2.00273
H  3.45197  2.25094  2.29369
H  3.60317  2.84711  -0.33758
H  1.11654  2.52510  -1.31221
B  4.74041  -0.38334  0.39751
C  3.21558  -0.65050  0.21593
N  2.07996  -0.81678  0.07191
H  5.03686  0.48698  -0.40330
H  5.35151  -1.39956  0.15637
H  4.87470  0.00703  1.54576
C  -0.73744  2.50284  0.67608
H  -0.64508  3.58650  0.73900
H  -1.29314  2.13626  1.53572
H  -1.26638  2.23736  -0.23212

The expectation value of S² is 0.7578. For the gap between HOMO and LUMO (alpha / beta), the calculation gives 6.5 / 7.0 eV. The total charge is +1. Its spin multiplicity is 2.

---

Computed, not measured: a molecular structure, C38H33Br5LuN5O6Se2 in a non-equilibrium geometry, with ωB97M-V/def2-TZVPD.

Atoms and positions in Å:
Lu  13.30909  13.83483  13.55469
O  10.43300  16.05598  10.85604
C  9.22970  15.81426  11.40134
C  8.04370  15.93325  10.65826
C  6.82022  15.64638  11.24151
C  6.76744  15.17807  12.55045
C  7.93943  14.97597  13.27755
C  9.16354  15.41109  12.75230
C  10.49295  15.16127  13.46220
O  11.49065  14.70166  12.60546
N  11.06428  16.41078  14.12350
N  12.22950  15.87506  14.74659
C  13.38842  16.46457  14.63480
C  14.56310  15.66277  14.84519
Br  14.89480  14.85810  11.52232
C  15.61009  15.81180  15.64226
C  15.73555  16.93744  16.59492
C  16.97517  17.32277  17.11723
C  17.06724  18.49143  17.86795
C  15.93066  19.26432  18.16935
C  14.69387  18.86031  17.69441
C  14.57990  17.69305  16.94355
H  11.08145  15.50942  11.45882
H  8.10726  16.28022  9.62744
H  5.87188  15.77446  10.70249
H  5.81910  14.89843  12.99572
H  7.92808  14.45697  14.24718
H  10.32502  14.41996  14.27171
H  10.43891  16.64585  14.88960
H  13.46173  17.55144  14.35068
H  16.48445  15.16628  15.59038
H  17.87768  16.73680  16.94073
H  18.04142  18.76971  18.28900
H  16.05215  20.18076  18.76201
H  13.78666  19.40426  17.97196
H  13.59650  17.31113  16.67772
O  14.63726  13.00618  7.51928
C  14.63587  11.92373  8.40340
C  13.27554  11.18410  8.45024
C  13.13404  10.22735  7.26420
O  11.86543  9.58683  7.36690
C  13.34797  10.40023  9.75701
Se  13.39364  11.69355  11.29134
C  12.09715  12.16324  8.46955
Se  11.87270  13.11818  10.18725
H  15.21879  13.69829  7.87129
H  14.92372  12.26576  9.41759
H  15.40233  11.19056  8.10580
H  13.97566  9.51277  7.27049
H  13.17987  10.78998  6.32643
H  11.91834  8.72618  6.90171
H  14.26448  9.82648  9.85223
H  12.48256  9.76089  9.96148
H  11.15292  11.66002  8.30536
H  12.24181  12.97408  7.73819
Br  14.34981  9.93595  19.39938
C  14.57661  10.70870  17.70240
C  15.60952  10.27222  16.83339
Br  16.78570  8.92881  17.39343
C  15.74793  10.74272  15.52603
Br  16.97482  10.10158  14.23391
C  14.83979  11.76052  15.12113
O  14.81108  12.32460  13.93602
C  13.71813  12.17433  16.02520
O  12.89863  13.00076  15.46357
C  13.60465  11.64303  17.32802
Br  12.15413  12.22250  18.35598
C  8.78987  11.43843  13.81431
C  9.84178  11.95159  13.03496
N  11.12454  11.78410  13.38506
C  11.39564  10.81128  14.26217
C  10.41793  10.27017  15.13966
C  9.07011  10.65890  14.94024
C  10.80350  9.41461  16.26224
C  11.88866  8.59601  16.36732
C  12.72235  8.08390  15.29880
C  13.95694  7.47098  15.56657
C  14.68463  7.04541  14.46366
N  14.26864  7.17546  13.19647
C  13.03832  7.67024  13.07562
N  12.25540  8.13479  14.02141
H  7.74418  11.69330  13.54390
H  9.66119  12.50298  12.11000
H  12.43452  10.52616  14.34772
H  8.28760  10.33517  15.63204
H  10.14838  9.47928  17.12088
H  12.15893  8.23695  17.36261
H  14.38964  7.35234  16.56403
H  15.68749  6.62146  14.55494
H  12.60610  7.70692  12.07054

For the gap between HOMO and LUMO, the calculation gives 5.7 eV. The total charge is -2.

---

Please write out number 1 again, unchanged.
Computed, not measured: 2 unconnected molecules or ions with the total composition C11H21N2Si in a non-equilibrium geometry, with ωB97M-V/def2-TZVPD.

Atoms and positions in Å:
C  -5.15234  0.73486  0.38637
C  -4.34017  0.06752  1.28194
C  -4.78106  0.77214  -0.96600
C  -3.16079  -0.57166  0.77527
C  -3.61269  0.23759  -1.41628
C  -2.86698  -0.51447  -0.57123
C  1.29662  1.25853  1.55697
C  1.64343  2.63174  -0.44970
C  3.68437  -1.02843  1.49593
C  3.03207  -1.95389  -0.69339
C  2.68261  0.38119  -0.16751
N  1.89931  1.35165  0.37318
N  2.75482  -0.94611  0.38938
Si  -1.28995  -1.04245  -1.43404
H  -6.16938  1.03621  0.62376
H  -4.61120  -0.04230  2.30624
H  -5.41065  1.25062  -1.66869
H  -2.58926  -1.26946  1.32576
H  -3.32855  0.28360  -2.58420
H  0.80496  2.06578  1.92389
H  -1.89857  -1.96819  -2.38492
H  1.47440  0.49144  2.35861
H  2.43849  2.65347  -1.23507
H  0.53515  2.44228  -0.79436
H  1.60225  3.47326  0.20261
H  3.31086  -0.20456  2.10794
H  3.49790  -1.91768  2.15004
H  4.64923  -1.02709  1.13108
H  3.31311  -2.81117  -0.11282
H  2.24223  -1.92209  -1.54156
H  4.01221  -1.70435  -1.19103
H  3.14100  0.63777  -1.09510
H  1.86571  -1.00667  0.78832
H  -0.50937  -0.11368  -2.18222
H  -0.15977  -1.72537  -0.68919

The expectation value of S² is 2.0069. For the gap between HOMO and LUMO (alpha / beta), the calculation gives 7.0 / 7.0 eV. The total charge is +1. Its spin multiplicity is 3.

---

Please write out number 1 again, unchanged.
Computed, not measured: 2 unconnected molecules or ions with the total composition C11H21N2Si in a non-equilibrium geometry, with ωB97M-V/def2-TZVPD.

Atoms and positions in Å:
C  -5.15234  0.73486  0.38637
C  -4.34017  0.06752  1.28194
C  -4.78106  0.77214  -0.96600
C  -3.16079  -0.57166  0.77527
C  -3.61269  0.23759  -1.41628
C  -2.86698  -0.51447  -0.57123
C  1.29662  1.25853  1.55697
C  1.64343  2.63174  -0.44970
C  3.68437  -1.02843  1.49593
C  3.03207  -1.95389  -0.69339
C  2.68261  0.38119  -0.16751
N  1.89931  1.35165  0.37318
N  2.75482  -0.94611  0.38938
Si  -1.28995  -1.04245  -1.43404
H  -6.16938  1.03621  0.62376
H  -4.61120  -0.04230  2.30624
H  -5.41065  1.25062  -1.66869
H  -2.58926  -1.26946  1.32576
H  -3.32855  0.28360  -2.58420
H  0.80496  2.06578  1.92389
H  -1.89857  -1.96819  -2.38492
H  1.47440  0.49144  2.35861
H  2.43849  2.65347  -1.23507
H  0.53515  2.44228  -0.79436
H  1.60225  3.47326  0.20261
H  3.31086  -0.20456  2.10794
H  3.49790  -1.91768  2.15004
H  4.64923  -1.02709  1.13108
H  3.31311  -2.81117  -0.11282
H  2.24223  -1.92209  -1.54156
H  4.01221  -1.70435  -1.19103
H  3.14100  0.63777  -1.09510
H  1.86571  -1.00667  0.78832
H  -0.50937  -0.11368  -2.18222
H  -0.15977  -1.72537  -0.68919

The expectation value of S² is 2.0069. For the gap between HOMO and LUMO (alpha / beta), the calculation gives 7.0 / 7.0 eV. The total charge is +1. Its spin multiplicity is 3.

---

Question: Which value of total charge does entry 3 give?
Answer: 0